Molecular formula: C4H8O2
Method: DFT, the ωB97M-V functional and the def2-TZVPD basis

Total energy = -8369.6029 eV
Lowest unoccupied orbital energy = 0.988 eV
Relative energy (zero: lowest compared OMol25 entry of this formula, charge and spin) = 3.679 eV
Kohn-Sham gap = 9.72 eV
Strongest force on any atom = 1.52 eV/A
Highest occupied orbital energy = -0.3208 hartree

XYZ file:
```
14
Properties=species:S:1:pos:R:3:forces:R:3:nbo_charge:R:1
H -1.664895 0.453834 1.822856 -0.4 -0.3 0.4 -0.031
H 1.992990 0.292695 -1.582072 0.0 -0.1 0.2 0.172
C -0.340313 1.687189 0.769935 -0.1 1.5 -0.2 0.512
O 1.010123 -0.841805 -0.139791 0.0 -0.1 0.0 -0.514
C -1.292020 -1.251401 -0.140750 0.3 -0.3 -0.5 -0.519
H 1.933681 1.008857 0.056521 0.0 -0.2 -0.1 0.178
H -2.287443 -1.059582 -0.522397 0.2 0.0 -0.1 0.218
H -1.789147 -0.178610 1.436627 -0.2 0.4 0.5 0.028
C 2.021348 0.070014 -0.506355 0.3 0.2 -0.1 -0.249
H 2.973064 -0.406157 -0.261614 -0.1 0.1 -0.1 0.200
O -0.842032 2.646028 0.428094 0.3 -0.8 0.2 -0.521
C -0.238047 -0.574053 -0.591341 -0.3 -0.4 -0.3 0.131
H -0.321012 0.177533 -1.378878 0.1 -0.1 0.1 0.175
H -1.156292 -2.024540 0.609167 -0.1 0.1 -0.1 0.219
```
Forces are in eV/Å.

---

Molecular formula: C4H8NOP
Method: DFT, the ωB97M-V functional and the def2-TZVPD basis

Total energy = -17095.6303 eV
<S²> = 2.03
Lowest unoccupied orbital energy (alpha / beta) = 0.143 / -3.708 eV
Relative energy (zero: lowest compared OMol25 entry of this formula, charge and spin) = 4.934 eV
Kohn-Sham gap (alpha / beta) = 6.23 / 4.53 eV
Strongest force on any atom = 5.51 eV/A
2S+1 = 3
Highest occupied orbital energy (alpha / beta) = -0.2238 / -0.3026 hartree

XYZ file:
```
15
Properties=species:S:1:pos:R:3:forces:R:3:nbo_charge:R:1
H 2.252636 1.075603 0.759867 -0.6 -0.1 -0.1 0.232
H 1.227736 -0.837617 -1.114173 1.3 -0.9 -0.8 0.217
H 0.805203 0.805203 -1.129039 0.4 3.5 -2.4 0.220
C -1.141931 -1.498731 0.240096 -1.8 -4.7 2.2 0.109
H 2.272054 -0.661756 1.149208 -1.7 1.6 -1.2 0.217
N -2.598669 1.652548 0.732099 -1.9 0.6 1.7 -0.974
H 0.880769 0.315989 1.634677 -0.2 0.4 -0.4 0.233
C -0.576654 -0.361395 -0.286366 -1.6 4.2 -1.9 -0.227
C 1.553378 0.224011 0.777740 2.7 -1.7 1.6 -0.617
P -1.827502 1.015635 -0.366705 2.2 -0.4 -2.1 1.040
O -2.533500 -1.820673 0.424411 3.4 -0.1 -2.2 -0.685
H -0.528946 -2.322666 0.612335 0.0 0.4 0.2 0.165
H -2.135965 1.480478 -1.777388 1.0 -0.9 1.3 0.025
C 0.875444 -0.012063 -0.568340 -2.3 -3.5 2.6 -0.446
H -2.858782 -1.251322 1.088695 -1.0 1.5 1.3 0.492
```
Forces are in eV/Å.

---

Molecular formula: C4H8NO2
Method: DFT, the ωB97M-V functional and the def2-TZVPD basis

Total energy = -9849.7094 eV
Lowest unoccupied orbital energy (alpha / beta) = -6.228 / -6.227 eV
Relative energy (zero: lowest compared OMol25 entry of this formula, charge and spin) = 6.621 eV
Kohn-Sham gap (alpha / beta) = 9.42 / 9.42 eV
Total charge = +1
Strongest force on any atom = 5.00 eV/A
Highest occupied orbital energy (alpha / beta) = -0.5752 / -0.5752 hartree

XYZ file:
```
15
Properties=species:S:1:pos:R:3:forces:R:3:nbo_charge:R:1
H 0.407568 -1.084002 1.791636 -0.3 -1.2 -0.7 0.250
H -0.395973 -0.200567 -1.778219 1.5 0.0 -1.5 0.221
O 1.530934 0.952598 0.039108 4.4 1.1 -2.0 -0.252
H -1.418084 0.151035 1.170039 0.8 -0.2 -1.8 0.319
H -1.832014 -0.953656 -1.352959 -1.3 -1.9 0.1 0.245
H -0.088751 1.954139 -0.257925 -0.1 0.5 0.5 0.255
H 0.363331 1.571689 1.529925 -0.6 -0.1 -1.2 0.235
C 0.264853 1.221498 0.460051 -1.9 0.1 1.7 -0.073
C -0.646363 -0.008115 0.274581 -1.7 -0.5 1.8 -0.368
C -1.212547 -0.157233 -1.139995 0.7 1.5 2.3 -0.612
H -1.752037 0.721441 -1.299521 -0.9 1.4 -0.8 0.237
N 1.957680 -0.269034 0.063129 0.2 -4.6 -0.5 0.416
H -0.193233 -2.045642 0.121242 0.7 -0.8 0.7 0.254
O 3.009129 -0.656681 -0.384114 -3.0 2.7 1.4 -0.157
C 0.005513 -1.197464 0.763028 1.4 2.0 0.2 0.029
```
Forces are in eV/Å.

---

Molecular formula: C10H12OS
Method: DFT, the ωB97M-V functional and the def2-TZVPD basis

Total energy = -23440.7014 eV
Lowest unoccupied orbital energy (alpha / beta) = -0.202 / -0.203 eV
Relative energy (zero: lowest compared OMol25 entry of this formula, charge and spin) = 6.162 eV
Kohn-Sham gap (alpha / beta) = 8.79 / 8.79 eV
Strongest force on any atom = 4.34 eV/A
Highest occupied orbital energy (alpha / beta) = -0.3305 / -0.3305 hartree

XYZ file:
```
24
Properties=species:S:1:pos:R:3:forces:R:3:nbo_charge:R:1
H 3.905436 0.606943 -1.365708 -0.6 -1.0 2.2 0.237
C -0.934056 -2.349606 -0.697529 1.1 -2.8 -2.7 -0.652
O -2.769565 0.839133 -1.015254 -0.2 -0.1 -0.3 -0.946
S -2.745099 -0.053901 0.162990 -1.7 0.2 0.1 1.193
C 1.324250 1.063949 0.387265 -1.2 0.8 -0.1 -0.217
C -0.101153 1.079083 0.618535 2.0 0.0 -0.4 -0.056
C -0.148858 -1.173684 -0.337137 3.1 0.4 -0.1 -0.060
C 3.547679 0.150140 -0.339154 -0.2 -0.5 0.2 -0.646
H 1.969184 1.935096 0.559196 -0.8 0.0 0.4 0.212
H -4.914137 -0.364966 0.089131 0.8 0.3 0.7 0.179
C -4.216711 -0.599878 0.963129 3.3 0.3 -1.4 -0.525
C -0.754209 -0.072782 0.267450 -0.7 -1.5 0.2 0.045
H -1.004873 3.017769 0.326805 -0.8 -1.3 -0.1 0.250
H 3.903311 -0.945413 -0.166189 0.0 2.2 -0.5 0.228
C -0.839080 2.242995 1.121098 1.1 2.2 -1.5 -0.650
H -1.684531 1.992953 1.685301 -1.4 -0.2 0.5 0.229
H -1.547268 -2.730434 0.080760 -0.7 0.0 0.7 0.237
H 1.864123 -1.811140 -1.228470 -0.2 -1.1 0.0 0.220
C 1.331063 -1.151881 -0.583896 -3.1 2.9 0.9 -0.212
H -0.254311 2.932150 1.674940 1.1 0.0 1.4 0.233
H -1.562690 -2.196925 -1.641143 0.8 -0.1 1.3 0.240
C 2.017372 0.035355 -0.223674 -0.4 -1.3 -0.1 0.007
H -0.187417 -3.241082 -0.918344 -1.5 1.8 0.2 0.224
H 3.801537 0.796129 0.579908 0.4 -1.0 -1.7 0.226
```
Forces are in eV/Å.

---

Molecular formula: C3H4N2O2
Method: DFT, the ωB97M-V functional and the def2-TZVPD basis

Total energy = -10246.2277 eV
Lowest unoccupied orbital energy = 0.632 eV
Relative energy (zero: lowest compared OMol25 entry of this formula, charge and spin) = 6.037 eV
Kohn-Sham gap = 9.84 eV
Strongest force on any atom = 0.72 eV/A
Highest occupied orbital energy = -0.3383 hartree

XYZ file:
```
11
Properties=species:S:1:pos:R:3:forces:R:3:nbo_charge:R:1
N 1.668231 -0.677747 -1.077359 0.0 0.0 0.0 -0.835
H 2.263740 -1.491730 -1.075029 0.1 0.0 0.0 0.395
H -0.587273 1.571739 -0.144982 -0.2 -0.1 0.0 0.381
O -2.082704 -0.591863 1.204016 0.0 0.4 -0.6 -0.528
C -1.887734 0.121440 0.277402 -0.1 -0.3 0.5 0.855
N -0.931871 0.695013 -0.552029 -0.2 0.1 -0.1 -0.364
C 1.321175 -0.245976 0.156747 0.1 0.1 0.6 0.179
H 0.691227 0.479688 2.213384 0.1 0.0 -0.1 0.249
H 0.883234 -0.785270 -1.706896 0.0 0.1 0.1 0.402
O -2.510468 0.849662 -0.618494 -0.1 0.0 0.0 -0.374
C 1.037152 0.195438 1.244748 0.3 -0.3 -0.4 -0.360
```
Forces are in eV/Å.

---

Molecular formula: C3H8N2S2
Method: DFT, the ωB97M-V functional and the def2-TZVPD basis

Total energy = -27891.2966 eV
Lowest unoccupied orbital energy = 0.574 eV
Relative energy (zero: lowest compared OMol25 entry of this formula, charge and spin) = 0.400 eV
Kohn-Sham gap = 9.18 eV
Strongest force on any atom = 1.65 eV/A
Highest occupied orbital energy = -0.3162 hartree

XYZ file:
```
15
Properties=species:S:1:pos:R:3:forces:R:3:nbo_charge:R:1
H 3.561338 -0.255603 0.460404 -1.0 -0.4 0.0 0.200
S -1.371450 1.528060 0.261873 0.1 -0.3 0.1 -0.146
H 2.876527 1.786836 -0.100268 -0.2 -0.2 -0.3 0.352
N -2.529071 -0.764176 -0.430569 -1.0 1.3 0.0 -0.795
S -0.081274 -1.268905 0.002542 0.1 0.3 0.0 0.233
H -3.408935 -0.226331 -0.497536 1.0 -0.5 -0.1 0.413
H -2.473254 -1.641310 -0.915264 0.0 -0.2 0.1 0.402
H 1.701138 1.280847 -1.088808 -1.4 0.4 -0.6 0.360
H 2.627744 -0.988581 -0.907285 0.0 0.3 1.1 0.189
H 1.714328 -1.361577 1.484156 -0.5 0.5 0.0 0.231
H 1.078762 0.327253 1.436124 -0.2 -0.1 0.0 0.250
N 2.585933 1.044559 -0.737748 1.3 0.8 0.6 -0.828
C 2.578768 -0.226451 -0.075003 0.4 -0.7 -1.0 -0.227
C -1.415148 -0.077770 -0.077861 0.3 -0.6 0.1 -0.079
C 1.364365 -0.534228 0.832206 1.0 -0.6 0.2 -0.554
```
Forces are in eV/Å.

---

Molecular formula: C5H11BNO5
Method: DFT, the ωB97M-V functional and the def2-TZVPD basis

Total energy = -17764.9902 eV
Lowest unoccupied orbital energy = 3.236 eV
Kohn-Sham gap = 7.29 eV
Total charge = -1
Strongest force on any atom = 7.51 eV/A
Highest occupied orbital energy = -0.1488 hartree

XYZ file:
```
23
Properties=species:S:1:pos:R:3:forces:R:3:nbo_charge:R:1
B -1.714615 0.374194 -1.089521 -1.4 0.0 -1.2 1.196
H 0.307318 -0.527069 0.203567 0.0 1.1 0.2 0.327
H 3.008162 0.614478 0.792618 -0.6 -1.2 -2.2 0.199
O -2.443333 1.079684 -2.199803 1.4 0.3 3.0 -0.930
C -2.343770 -1.386936 0.493153 0.0 -1.5 1.3 -0.276
H -1.358768 -1.579768 1.136037 -2.1 0.8 -1.3 0.186
N 0.608264 0.473967 0.152925 -2.5 -0.7 1.9 -0.319
O -1.560424 3.260798 1.263887 1.6 -5.6 -2.1 -0.729
H 1.888145 -1.993028 0.545657 2.1 1.1 -1.0 0.218
O -2.013800 -1.059094 -0.902722 0.1 3.1 0.8 -0.771
H -2.905308 -2.440114 0.483206 1.1 2.3 -0.2 0.167
O -1.537698 1.119072 2.350330 1.6 3.0 -6.7 -0.853
H 3.726433 0.325931 -0.983246 -2.2 -0.5 1.4 0.181
C -0.624310 1.267681 -0.234918 -0.5 1.5 0.0 -0.542
C 2.841004 0.045960 -0.237824 0.5 -0.4 0.5 -0.081
H -3.026275 -0.599559 1.037111 1.6 -1.4 -1.2 0.232
C 2.887066 -1.600019 0.035120 -0.5 -0.2 0.0 -0.670
H -2.392378 2.083248 -2.018616 0.2 -2.4 -0.4 0.493
H 3.756944 -1.898021 0.796566 -1.7 0.8 -1.9 0.211
C -1.276446 1.962088 1.139524 -2.1 1.3 6.4 0.740
H 2.974774 -2.201857 -0.991609 0.0 1.4 2.3 0.207
H -0.345843 2.195786 -0.932108 -0.2 -2.0 1.7 0.237
O 1.544858 0.482578 -0.839334 3.7 -0.5 -1.1 -0.423
```
Forces are in eV/Å.

---

Molecular formula: C5H8N
Method: DFT, the ωB97M-V functional and the def2-TZVPD basis

Total energy = -6792.9478 eV
Lowest unoccupied orbital energy = -3.377 eV
Relative energy (zero: lowest compared OMol25 entry of this formula, charge and spin) = 5.141 eV
Kohn-Sham gap = 11.11 eV
Total charge = +1
Strongest force on any atom = 5.65 eV/A
Highest occupied orbital energy = -0.5325 hartree

XYZ file:
```
14
Properties=species:S:1:pos:R:3:forces:R:3:nbo_charge:R:1
C 0.989734 0.556219 -0.752304 -4.7 -2.2 2.2 -0.071
C -0.734999 -0.273947 -0.170358 2.9 0.9 -1.2 0.214
H -0.096493 -2.457691 0.190414 -0.5 1.6 -0.1 0.261
C -2.062523 0.323502 0.031135 4.5 0.7 0.5 -0.683
H -2.542735 0.249271 -0.839438 -2.3 0.7 -3.4 0.255
C 0.025357 -1.361781 -0.064631 0.8 -1.1 0.8 -0.290
H 2.138524 -1.462702 -0.711175 1.0 0.6 0.5 0.266
N 1.610600 0.468662 0.560864 -0.1 -1.6 0.1 -0.530
H -1.843387 1.254481 0.487955 -0.5 1.5 -0.3 0.248
H 1.107389 0.498218 1.450972 -0.1 0.2 -0.4 0.450
H -2.549618 -0.190697 0.728961 -2.1 -2.5 2.9 0.251
H 2.557361 0.721325 0.607818 1.7 0.6 0.3 0.434
H 1.202125 1.270990 -1.492771 0.6 0.7 -0.7 0.264
C 1.392671 -0.796540 -0.303269 -1.4 -0.1 -1.4 -0.069
```
Forces are in eV/Å.